Density functional theory data (ωB97M-V/def2-TZVPD) for 5 unconnected molecules or ions with the total composition C22H35B2O16 in a non-equilibrium geometry.

Each line ends with the Löwdin charge.
Positions of all 75 atoms, in Å:
C  1.830  -1.455  2.603  0.135
C  0.846  -2.121  2.477  -0.037
C  -0.346  -2.934  2.323  -0.377
O  0.013  -4.168  1.795  -0.028
B  -1.329  -4.783  1.422  -0.683
C  -1.894  -5.725  2.647  -0.060
O  -2.184  -3.561  1.190  -0.063
C  -1.343  -2.432  1.325  -0.313
C  -2.194  -1.242  1.720  -0.003
B  -3.464  -1.798  2.427  -0.656
O  -3.629  -1.646  3.807  0.131
O  -4.469  -2.414  1.718  0.124
H  2.776  -1.045  2.762  -0.015
H  -0.816  -3.022  3.300  0.151
H  -1.219  -5.467  0.386  0.086
H  -1.346  -6.650  2.614  0.023
H  -1.689  -5.296  3.618  0.028
H  -2.951  -5.955  2.598  0.025
H  -0.861  -2.273  0.375  0.152
H  -2.491  -0.716  0.829  0.097
H  -1.679  -0.538  2.345  0.105
H  -3.285  -2.407  4.272  0.091
H  -4.400  -3.366  1.780  0.099
C  6.926  -0.915  0.715  -0.014
C  6.229  0.185  1.473  -0.325
C  7.117  1.046  2.341  -0.093
O  6.197  1.487  3.357  0.066
C  5.227  0.545  3.471  -0.569
O  4.397  0.503  4.314  0.168
O  5.327  -0.351  2.462  0.074
H  7.449  -0.502  -0.147  0.084
H  7.649  -1.431  1.348  0.085
H  6.204  -1.652  0.370  0.092
H  5.640  0.800  0.793  0.137
H  7.547  1.889  1.815  0.114
H  7.909  0.467  2.825  0.135
C  -6.421  0.078  -0.146  -0.009
C  -6.372  -0.477  -1.544  -0.311
C  -5.736  -1.843  -1.712  -0.056
O  -5.250  -1.769  -3.077  0.070
C  -4.995  -0.479  -3.353  -0.584
O  -4.413  -0.080  -4.311  0.147
O  -5.494  0.312  -2.380  0.058
H  -7.214  -0.404  0.423  0.093
H  -5.483  -0.086  0.370  0.079
H  -6.610  1.151  -0.172  0.085
H  -7.367  -0.453  -2.000  0.153
H  -6.430  -2.671  -1.605  0.138
H  -4.887  -1.988  -1.043  0.138
C  -2.851  5.201  -2.316  -0.026
C  -2.792  3.779  -1.822  -0.324
C  -4.089  3.199  -1.307  -0.097
O  -3.625  2.212  -0.375  0.053
C  -2.414  2.608  0.091  -0.554
O  -1.835  2.103  0.990  0.186
O  -1.964  3.664  -0.642  0.075
H  -3.314  5.237  -3.301  0.087
H  -3.426  5.828  -1.634  0.085
H  -1.848  5.620  -2.386  0.085
H  -2.363  3.126  -2.586  0.160
H  -4.694  2.729  -2.077  0.127
H  -4.685  3.938  -0.764  0.137
C  4.072  1.250  -3.511  -0.015
C  4.832  2.394  -2.895  -0.317
C  6.226  2.649  -3.433  -0.085
O  6.883  3.250  -2.301  0.067
C  6.271  2.793  -1.186  -0.563
O  6.667  2.939  -0.077  0.162
O  5.141  2.134  -1.506  0.084
H  3.684  1.537  -4.486  0.090
H  4.711  0.375  -3.630  0.089
H  3.236  0.965  -2.874  0.096
H  4.238  3.311  -2.929  0.159
H  6.258  3.319  -4.287  0.136
H  6.743  1.718  -3.676  0.137

LUMO energy = 1.78 eV
Total charge = -1
HOMO energy = -4.27 eV